[1]
{
  "formula": "C11H13ClHf",
  "method": "wB97M-V/def2-TZVPD",
  "e_homo_ev": [-6.623, -6.623],
  "e_lumo_ev": [-1.17, -1.17],
  "e_tot_ev": -25444.376,
  "gap_ev": [5.46, 5.46],
  "symbols": ["Hf", "Cl", "C", "C", "C", "C", "C", "C", "C", "C", "C", "C", "C", "H", "H", "H", "H", "H", "H", "H", "H", "H", "H", "H", "H", "H"],
  "xyz": [[1.10, 0.53, -0.25], [2.29, 2.25, 0.66], [-2.52, 1.15, 1.58], [-2.70, -0.86, 0.44], [0.78, -1.22, -2.01], [-2.20, 0.49, 0.35], [1.55, -1.15, 1.10], [2.31, 0.55, -2.09], [0.09, -0.12, -2.57], [-3.09, 0.18, 2.46], [1.02, 1.00, -2.61], [-3.14, -1.09, 1.76], [2.17, -0.85, -1.75], [-1.71, 0.98, -0.59], [-2.21, 2.17, 1.76], [-0.96, -0.08, -2.93], [1.03, -0.90, 2.05], [2.92, -1.48, -1.28], [-2.51, -1.55, -0.40], [0.96, -1.96, 0.65], [0.83, 1.96, -3.13], [3.22, 1.14, -2.15], [0.39, -2.25, -2.08], [2.52, -1.56, 1.37], [-3.48, -2.00, 2.22], [-3.24, 0.29, 3.53]],
  "lowdin_charge": [1.21, 0.08, -0.20, -0.20, -0.16, -0.27, -0.28, -0.31, -0.13, -0.15, -0.18, -0.16, -0.20, 0.05, 0.06, 0.13, 0.02, 0.12, 0.07, -0.01, 0.13, 0.12, 0.13, 0.01, 0.07, 0.07]
}



[2]
{
  "formula": "C11H13ClN2O2S",
  "method": "wB97M-V/def2-TZVPD",
  "e_homo_ev": -8.942,
  "e_lumo_ev": 0.33,
  "e_tot_ev": -42043.130,
  "gap_ev": 9.27,
  "symbols": ["Cl", "S", "O", "O", "N", "N", "C", "C", "C", "C", "C", "C", "C", "C", "C", "C", "C", "H", "H", "H", "H", "H", "H", "H", "H", "H", "H", "H", "H", "H"],
  "xyz": [[1.63, 3.77, 3.67], [-1.89, -0.23, -1.43], [-3.16, -2.89, -3.80], [1.19, -1.84, -0.57], [-1.50, -1.34, -4.06], [0.30, -0.15, 0.63], [2.04, 2.10, 2.58], [2.52, -0.02, 1.37], [1.17, 0.45, 1.54], [-0.47, 2.06, 2.15], [-3.11, -0.89, -2.56], [-0.96, -1.73, -0.65], [3.52, 0.78, 1.84], [3.30, 1.74, 2.62], [0.34, -1.19, -0.21], [-2.56, -1.89, -3.41], [0.91, 1.53, 1.96], [-0.96, -1.96, -4.75], [-0.61, 0.10, 0.88], [-0.99, -0.55, -3.97], [4.11, 2.20, 3.12], [-0.87, 2.29, 1.16], [2.78, -1.07, 0.87], [-0.96, 1.33, 2.57], [-1.87, -1.80, 0.06], [4.84, 0.23, 1.70], [-0.46, 3.06, 2.82], [-3.67, -0.10, -2.99], [-0.88, -2.34, -1.46], [-3.75, -1.67, -1.68]],
  "lowdin_charge": [0.42, 0.84, 0.05, 0.16, 0.14, 0.16, -0.28, 0.02, -0.26, -0.01, -0.43, -0.24, -0.15, -0.19, -0.66, -0.68, -0.29, 0.16, 0.08, 0.03, 0.12, 0.10, 0.16, 0.03, 0.11, 0.22, 0.09, 0.07, 0.04, 0.18]
}



[3]
{
  "formula": "C11H13N2",
  "method": "wB97M-V/def2-TZVPD",
  "e_homo_ev": [-10.873, -10.873],
  "charge": 1,
  "e_lumo_ev": [-4.61, -4.61],
  "e_tot_ev": -14587.003,
  "gap_ev": [6.26, 6.26],
  "symbols": ["N", "N", "C", "C", "C", "C", "C", "C", "C", "C", "C", "C", "C", "H", "H", "H", "H", "H", "H", "H", "H", "H", "H", "H", "H", "H"],
  "xyz": [[-0.98, 0.25, 1.37], [0.21, -0.16, -0.81], [-2.37, 0.18, 0.83], [0.03, -0.41, 0.64], [0.67, 1.38, -2.60], [1.60, -0.21, 2.51], [0.45, 0.36, 3.26], [-0.73, 0.62, 2.63], [0.42, -0.99, -3.04], [0.21, -1.19, -1.73], [0.87, 0.29, -3.47], [1.27, -0.67, 1.24], [0.40, 1.12, -1.27], [0.08, 1.94, -0.58], [-2.72, -0.82, 1.01], [2.58, -0.50, 2.91], [1.07, 0.69, -4.50], [-0.42, -2.16, 0.41], [0.58, -1.83, -3.72], [0.07, -2.25, -1.25], [2.08, -1.12, 0.60], [-1.51, 0.92, 3.18], [-2.99, 0.87, 1.36], [0.86, 2.33, -2.95], [0.70, 0.72, 4.22], [-2.44, 0.63, -0.23]],
  "lowdin_charge": [-0.09, 0.00, 0.01, -0.29, -0.01, 0.00, -0.03, -0.08, -0.02, -0.04, 0.03, -0.09, 0.02, 0.17, 0.09, 0.12, 0.15, 0.16, 0.14, 0.13, 0.14, 0.10, 0.08, 0.09, 0.10, 0.12]
}



[4]
{
  "formula": "C11H13N2O2P",
  "method": "wB97M-V/def2-TZVPD",
  "e_homo_ev": -15.884,
  "charge": 2,
  "e_lumo_ev": -8.72,
  "e_tot_ev": -27964.989,
  "gap_ev": 7.16,
  "symbols": ["P", "O", "O", "N", "N", "C", "C", "C", "C", "C", "C", "C", "C", "C", "C", "C", "H", "H", "H", "H", "H", "H", "H", "H", "H", "H", "H", "H", "H"],
  "xyz": [[4.51, -2.68, 0.58], [5.15, -1.90, 1.95], [4.19, -4.26, 1.06], [-3.31, 2.15, -0.59], [2.93, -1.84, 0.33], [-1.92, 0.50, 0.69], [-0.85, 0.54, -0.36], [-2.36, 2.19, -1.60], [2.91, -0.79, -0.58], [0.43, -0.29, -0.14], [-3.11, 1.31, 0.51], [1.75, -2.19, 0.99], [-4.55, 2.98, -0.74], [-1.11, 1.41, -1.53], [0.48, -1.46, 0.79], [1.71, 0.01, -0.85], [-2.58, 2.88, -2.44], [-0.44, -1.77, 1.35], [-4.33, 4.00, -1.15], [-0.37, 1.48, -2.37], [1.74, 0.85, -1.58], [-5.26, 2.43, -1.43], [-3.93, 1.33, 1.27], [-1.75, -0.17, 1.56], [-5.08, 3.12, 0.25], [1.84, -3.07, 1.68], [5.08, -4.69, 1.03], [4.39, -1.54, 2.46], [3.85, -0.52, -1.13]],
  "lowdin_charge": [0.95, -0.24, -0.26, -0.10, -0.20, 0.07, -0.09, 0.05, -0.02, -0.07, 0.04, 0.00, 0.02, 0.07, 0.06, 0.07, 0.16, 0.12, 0.12, 0.13, 0.12, 0.13, 0.16, 0.12, 0.12, 0.15, 0.08, 0.07, 0.14]
}



[5]
{
  "formula": "C11H13N5",
  "method": "wB97M-V/def2-TZVPD",
  "e_homo_ev": -7.020,
  "e_lumo_ev": 0.64,
  "e_tot_ev": -19067.756,
  "gap_ev": 7.66,
  "symbols": ["N", "N", "N", "N", "N", "C", "C", "C", "C", "C", "C", "C", "C", "C", "C", "C", "H", "H", "H", "H", "H", "H", "H", "H", "H", "H", "H", "H", "H"],
  "xyz": [[2.79, 1.25, -0.91], [-1.09, 3.10, 1.07], [0.91, 2.14, 0.48], [-1.21, 1.61, -0.55], [3.19, 0.08, -1.50], [1.58, 1.15, -0.21], [0.44, -2.46, 0.07], [-0.57, -3.42, 0.64], [2.38, -0.82, -1.01], [1.38, -0.23, -0.24], [-2.57, 2.79, 1.05], [1.47, -3.03, -0.68], [-2.60, 1.79, -0.13], [2.43, -2.19, -1.27], [0.42, -1.08, 0.33], [-0.37, 2.26, 0.31], [1.50, -4.09, -0.99], [3.22, -2.56, -1.90], [-0.85, 0.73, -0.97], [-0.58, 3.44, 1.87], [-0.83, -4.19, -0.10], [-2.86, 2.37, 2.00], [-3.17, 2.22, -0.96], [-0.14, -3.89, 1.55], [-1.55, -2.97, 0.93], [-0.38, -0.72, 0.98], [-3.18, 3.68, 0.83], [-3.07, 0.89, 0.26], [3.31, 2.12, -0.97]],
  "lowdin_charge": [0.06, 0.07, 0.15, 0.08, 0.08, -0.24, -0.30, -0.08, -0.33, -0.16, -0.11, -0.05, -0.15, 0.00, 0.01, -0.47, 0.12, 0.10, 0.15, 0.14, 0.07, 0.10, 0.11, 0.09, 0.08, 0.11, 0.11, 0.11, 0.15]
}



[6]
{
  "formula": "C11H13N7O4Pt",
  "method": "wB97M-V/def2-TZVPD",
  "e_homo_ev": [-6.297, -9.044],
  "multiplicity": 3,
  "e_lumo_ev": [-0.05, -1.60],
  "e_tot_ev": -33480.277,
  "gap_ev": [6.24, 7.45],
  "symbols": ["Pt", "O", "O", "O", "O", "N", "N", "N", "N", "N", "N", "N", "C", "C", "C", "C", "C", "C", "C", "C", "C", "C", "C", "H", "H", "H", "H", "H", "H", "H", "H", "H", "H", "H", "H", "H"],
  "xyz": [[0.55, -1.14, -0.57], [1.02, 2.19, 0.42], [-1.39, -1.08, -4.83], [-1.05, -1.71, 1.73], [-1.54, -2.36, -3.10], [-0.03, -0.79, -3.03], [1.81, 0.38, -1.51], [0.18, 0.94, -4.66], [1.51, 0.85, -2.80], [-0.01, 0.15, 0.84], [-1.04, -1.44, -3.70], [-0.73, -3.60, 0.45], [-1.10, 2.82, 4.40], [-0.74, -0.42, 1.83], [-0.99, 0.52, 2.85], [1.81, -2.68, -1.14], [0.31, 1.47, 1.16], [-1.74, 1.63, 4.82], [-0.34, 1.72, 2.43], [-0.49, -2.38, 0.57], [-1.70, 0.48, 4.06], [-0.40, 2.87, 3.22], [0.50, 0.30, -3.53], [0.63, 1.80, -4.91], [-2.27, 1.63, 5.76], [2.78, 0.07, -1.50], [-2.19, -0.42, 4.39], [1.33, -3.63, -0.95], [1.65, 1.16, -0.83], [-1.30, -3.93, 1.22], [2.74, -2.61, -0.57], [-1.16, 3.69, 5.03], [-0.53, 0.51, -5.24], [0.09, 3.78, 2.89], [1.83, 1.77, -3.03], [2.02, -2.56, -2.20]],
  "lowdin_charge": [1.28, -0.02, 0.02, 0.02, 0.09, 0.08, -0.06, 0.20, 0.02, -0.06, -0.42, 0.10, -0.08, -0.31, -0.10, -0.26, -0.42, -0.09, -0.09, -0.48, -0.01, -0.01, -0.40, 0.12, 0.10, 0.11, 0.11, -0.02, 0.06, 0.06, 0.00, 0.10, 0.09, 0.12, 0.15, -0.01]
}



[7]
{
  "formula": "C11H13NO5RhSe2",
  "method": "wB97M-V/def2-TZVPD",
  "e_homo_ev": -13.007,
  "charge": 1,
  "e_lumo_ev": -5.55,
  "e_tot_ev": -157040.558,
  "gap_ev": 7.46,
  "symbols": ["Rh", "Se", "Se", "O", "O", "O", "O", "O", "N", "C", "C", "C", "C", "C", "C", "C", "C", "C", "C", "C", "H", "H", "H", "H", "H", "H", "H", "H", "H", "H", "H", "H", "H"],
  "xyz": [[0.53, -0.33, -0.41], [0.03, 1.88, -1.07], [2.80, 0.18, -1.24], [0.91, -0.06, 3.56], [-0.53, -1.23, -1.87], [-2.42, -2.41, -2.12], [1.24, 0.32, 1.37], [-3.63, -2.67, 3.09], [-0.79, -1.18, 0.71], [-1.62, -1.85, -1.42], [-0.67, -1.00, 2.02], [-2.79, -2.37, 0.86], [2.72, 2.07, -1.72], [-2.71, -2.20, 2.26], [-1.64, -1.51, 2.85], [-0.87, 2.54, 0.51], [2.92, -0.53, -3.04], [0.58, -0.20, 2.42], [1.74, 2.76, -0.80], [-1.78, -1.83, 0.10], [1.98, 2.65, 0.26], [3.18, -1.58, -2.96], [3.71, 2.51, -1.66], [-4.33, -3.15, 2.61], [-3.60, -2.90, 0.38], [1.63, 3.81, -1.05], [2.38, 2.11, -2.76], [1.96, -0.41, -3.54], [-0.28, 2.27, 1.38], [-1.57, -1.40, 3.93], [-1.86, 2.11, 0.53], [3.71, 0.00, -3.56], [-0.94, 3.63, 0.40]],
  "lowdin_charge": [0.76, 1.13, 1.07, 0.14, -0.21, 0.14, -0.25, 0.13, -0.04, -0.53, -0.13, 0.10, -0.50, -0.25, 0.12, -0.29, -0.31, -0.54, -0.47, -0.13, 0.08, 0.04, 0.09, 0.14, 0.15, 0.10, 0.08, 0.04, 0.04, 0.15, 0.04, 0.04, 0.05]
}



[8]
{
  "formula": "C11H13NO6STi",
  "method": "wB97M-V/def2-TZVPD",
  "e_homo_ev": -17.058,
  "charge": 2,
  "e_lumo_ev": -9.10,
  "e_tot_ev": -59329.759,
  "gap_ev": 7.96,
  "symbols": ["Ti", "S", "O", "O", "O", "O", "O", "O", "N", "C", "C", "C", "C", "C", "C", "C", "C", "C", "C", "C", "H", "H", "H", "H", "H", "H", "H", "H", "H", "H", "H", "H", "H"],
  "xyz": [[-0.20, 0.47, -0.78], [1.97, 0.38, 1.34], [0.44, 0.57, 0.97], [-3.92, 1.81, -0.95], [-1.66, 1.52, -0.93], [0.63, -1.07, -1.34], [-4.78, -3.45, -1.12], [0.65, -3.34, -1.42], [-1.70, -0.86, -0.91], [-3.74, -2.65, -1.08], [1.91, 2.10, -0.90], [-2.98, 1.10, -0.93], [3.61, 1.57, 3.15], [-2.98, -0.41, -0.91], [-2.41, -3.09, -1.18], [-4.03, -1.27, -0.98], [2.79, 1.11, -0.12], [-1.42, -2.15, -1.10], [2.20, 1.65, 2.58], [0.06, -2.32, -1.31], [-4.55, -4.39, -1.21], [4.38, 1.81, 2.41], [1.96, 2.61, 2.13], [1.23, 2.69, -0.28], [3.68, 1.60, 0.27], [2.55, 2.82, -1.41], [1.44, 1.42, 3.34], [3.12, 0.27, -0.73], [-2.15, -4.13, -1.35], [1.39, 1.65, -1.78], [3.82, 0.59, 3.57], [-5.05, -0.91, -0.99], [3.70, 2.31, 3.95]],
  "lowdin_charge": [1.27, 1.16, -0.55, 0.25, -0.11, -0.13, 0.18, 0.24, 0.02, -0.22, -0.10, -0.41, -0.09, -0.11, 0.14, 0.15, -0.31, -0.12, -0.35, -0.42, 0.16, 0.08, 0.11, 0.10, 0.11, 0.13, 0.11, 0.11, 0.16, 0.08, 0.09, 0.17, 0.11]
}



> What is the formula in the eighth record?

C11H13NO6STi